a) The following is a quantum chemistry calculation of 10 unconnected molecules or ions with the total composition C40H110N10O10, from OMol25.

Atoms and positions in Å:
1 C -5.408 -1.618 5.064
2 C -4.896 -0.456 4.195
3 C -4.036 -0.996 3.050
4 O -2.843 -1.483 3.641
5 C -1.677 -0.759 3.298
6 N -6.087 0.274 3.691
7 H -4.583 -2.107 5.583
8 H -6.062 -2.258 4.471
9 H -6.039 -1.199 5.853
10 H -4.335 0.261 4.789
11 H -3.853 -0.209 2.314
12 H -4.555 -1.856 2.618
13 H -1.715 0.246 3.727
14 H -1.539 -0.748 2.217
15 H -0.822 -1.282 3.724
16 H -6.459 0.846 4.447
17 H -6.851 -0.379 3.534
18 C 2.736 -3.380 3.421
19 C 2.305 -2.033 2.848
20 C 2.204 -0.968 3.914
21 O 1.748 0.248 3.346
22 C 1.918 1.336 4.222
23 N 3.245 -1.699 1.765
24 H 1.811 -3.854 3.766
25 H 3.524 -3.325 4.172
26 H 3.111 -4.075 2.668
27 H 1.307 -2.188 2.409
28 H 3.129 -0.837 4.487
29 H 1.436 -1.268 4.644
30 H 1.239 1.248 5.081
31 H 1.669 2.264 3.711
32 H 2.935 1.385 4.621
33 H 3.241 -2.438 1.068
34 H 3.039 -0.842 1.234
35 C -3.827 -3.628 -0.222
36 C -4.554 -4.482 -1.244
37 C -4.826 -5.896 -0.772
38 O -3.679 -6.599 -0.354
39 C -3.962 -7.916 0.035
40 N -5.835 -3.843 -1.594
41 H -4.368 -3.526 0.721
42 H -3.645 -2.618 -0.596
43 H -2.857 -4.076 0.007
44 H -3.993 -4.483 -2.189
45 H -5.416 -6.459 -1.508
46 H -5.476 -5.841 0.117
47 H -4.515 -8.516 -0.698
48 H -4.600 -7.908 0.928
49 H -3.010 -8.406 0.216
50 H -5.692 -2.907 -1.945
51 H -6.259 -4.395 -2.333
52 C 6.470 4.206 -1.494
53 C 4.976 4.193 -1.808
54 C 4.106 4.581 -0.635
55 O 4.180 3.612 0.390
56 C 3.732 4.079 1.639
57 N 4.750 5.128 -2.904
58 H 6.992 3.911 -2.406
59 H 6.673 3.413 -0.772
60 H 6.844 5.138 -1.074
61 H 4.726 3.175 -2.141
62 H 3.066 4.667 -0.986
63 H 4.398 5.590 -0.323
64 H 2.643 3.959 1.723
65 H 3.999 5.115 1.864
66 H 4.176 3.460 2.422
67 H 5.365 5.084 -3.703
68 H 3.818 5.026 -3.293
69 C 6.268 0.238 -1.753
70 C 6.854 -0.161 -0.400
71 C 8.321 0.271 -0.321
72 O 9.071 -0.324 -1.355
73 C 10.402 0.108 -1.413
74 N 6.112 0.480 0.674
75 H 5.265 -0.148 -1.921
76 H 6.880 -0.220 -2.542
77 H 6.314 1.313 -1.927
78 H 6.828 -1.243 -0.247
79 H 8.746 0.178 0.681
80 H 8.312 1.349 -0.561
81 H 10.889 -0.462 -2.203
82 H 10.963 -0.073 -0.489
83 H 10.462 1.174 -1.662
84 H 5.125 0.233 0.701
85 H 6.049 1.481 0.507
86 C -5.718 3.756 -0.608
87 C -6.134 2.528 0.201
88 C -5.393 1.302 -0.325
89 O -5.896 0.930 -1.607
90 C -5.211 -0.167 -2.140
91 N -5.803 2.740 1.604
92 H -4.648 3.956 -0.638
93 H -6.265 4.656 -0.332
94 H -6.089 3.496 -1.607
95 H -7.207 2.342 0.124
96 H -5.499 0.448 0.358
97 H -4.307 1.460 -0.387
98 H -5.137 -0.951 -1.369
99 H -4.199 0.092 -2.471
100 H -5.782 -0.613 -2.955
101 H -6.042 1.917 2.166
102 H -4.799 2.862 1.715
103 C 1.797 1.565 -1.740
104 C 1.458 1.260 -0.274
105 C 0.455 0.147 -0.084
106 O -0.784 0.620 -0.560
107 C -1.657 -0.437 -0.914
108 N 2.724 1.005 0.465
109 H 2.451 0.768 -2.098
110 H 2.129 2.594 -1.839
111 H 0.880 1.457 -2.327
112 H 1.107 2.226 0.116
113 H 0.406 -0.110 0.982
114 H 0.801 -0.765 -0.591
115 H -1.731 -1.183 -0.113
116 H -1.266 -0.944 -1.801
117 H -2.664 -0.064 -1.073
118 H 3.169 1.929 0.440
119 H 2.492 0.813 1.437
120 C -4.001 5.385 5.224
121 C -4.080 4.135 4.352
122 C -2.738 3.879 3.676
123 O -2.916 2.779 2.786
124 C -1.916 2.708 1.784
125 N -4.472 3.038 5.251
126 H -3.326 5.225 6.067
127 H -4.978 5.722 5.564
128 H -3.604 6.230 4.649
129 H -4.826 4.297 3.575
130 H -1.903 3.696 4.365
131 H -2.448 4.751 3.076
132 H -1.931 1.766 1.242
133 H -0.971 2.856 2.323
134 H -2.000 3.496 1.023
135 H -3.721 2.915 5.930
136 H -4.387 2.204 4.669
137 C 1.396 -5.436 -0.062
138 C 0.746 -4.194 -0.709
139 C 1.741 -3.395 -1.533
140 O 2.885 -3.094 -0.780
141 C 3.786 -2.238 -1.450
142 N -0.368 -4.639 -1.551
143 H 1.921 -6.005 -0.829
144 H 0.656 -6.044 0.452
145 H 2.141 -5.068 0.650
146 H 0.369 -3.513 0.059
147 H 1.247 -2.554 -2.040
148 H 2.069 -3.971 -2.419
149 H 4.491 -1.909 -0.689
150 H 3.253 -1.326 -1.749
151 H 4.251 -2.661 -2.343
152 H -1.081 -5.149 -1.050
153 H 0.000 -5.258 -2.264
154 C 1.360 1.488 -8.172
155 C 0.464 1.399 -6.953
156 C -0.401 0.153 -6.872
157 O -0.985 -0.049 -5.607
158 C -1.624 -1.294 -5.534
159 N 1.280 1.617 -5.749
160 H 2.100 2.280 -8.112
161 H 0.796 1.652 -9.093
162 H 1.851 0.511 -8.261
163 H -0.276 2.209 -7.025
164 H 0.201 -0.726 -7.162
165 H -1.213 0.239 -7.608
166 H -2.218 -1.533 -6.423
167 H -2.279 -1.399 -4.672
168 H -0.864 -2.083 -5.462
169 H 0.664 1.337 -4.990
170 H 2.120 1.050 -5.747

Its lowest unoccupied orbital energy is 0.49 eV. As for the gap between HOMO and LUMO: 0.3339 Eh. The spin multiplicity is 1. Its total charge is 0.

Here are the Mulliken charges for atoms 1 to 5, given in e: -1.736 0.226 0.037 -0.490 0.360

***

b) The following is a quantum chemistry calculation of 10 unconnected molecules or ions with the total composition C40H110N10O10, from OMol25.

Atoms and positions in Å:
1 C -5.821 -18.301 -1.290
2 C -6.905 -19.286 -0.794
3 C -6.280 -20.531 -0.198
4 O -5.328 -21.111 -1.078
5 C -4.164 -21.604 -0.445
6 N -7.628 -18.630 0.348
7 H -4.932 -18.859 -1.604
8 H -5.462 -17.596 -0.536
9 H -6.111 -17.673 -2.135
10 H -7.578 -19.431 -1.635
11 H -7.017 -21.307 0.039
12 H -5.800 -20.321 0.766
13 H -4.444 -22.102 0.487
14 H -3.348 -20.888 -0.316
15 H -3.836 -22.413 -1.102
16 H -7.793 -17.652 0.130
17 H -6.909 -18.559 1.067
18 C 6.157 -23.514 0.887
19 C 5.692 -23.796 -0.530
20 C 4.210 -23.479 -0.784
21 O 3.635 -24.195 -1.845
22 C 3.405 -25.581 -1.830
23 N 6.566 -23.197 -1.530
24 H 6.312 -22.454 1.104
25 H 7.037 -24.088 1.166
26 H 5.327 -23.793 1.546
27 H 5.797 -24.853 -0.810
28 H 3.931 -22.426 -0.893
29 H 3.627 -23.718 0.125
30 H 2.377 -25.854 -2.050
31 H 3.833 -26.200 -1.032
32 H 4.003 -25.994 -2.655
33 H 6.361 -23.526 -2.458
34 H 6.675 -22.200 -1.421
35 C 4.044 -26.689 4.609
36 C 3.182 -27.311 3.457
37 C 3.533 -26.593 2.157
38 O 3.138 -25.222 2.217
39 C 1.793 -25.092 1.769
40 N 3.555 -28.740 3.368
41 H 4.023 -27.342 5.482
42 H 3.866 -25.660 4.922
43 H 5.080 -26.697 4.255
44 H 2.115 -27.195 3.645
45 H 3.114 -27.046 1.256
46 H 4.620 -26.552 2.036
47 H 1.683 -25.069 0.678
48 H 1.379 -24.150 2.127
49 H 1.215 -25.934 2.155
50 H 4.570 -28.730 3.265
51 H 3.443 -29.102 4.312
52 C -2.894 -18.014 4.830
53 C -3.080 -17.905 3.330
54 C -1.743 -18.095 2.540
55 O -1.998 -18.265 1.158
56 C -2.478 -17.137 0.451
57 N -4.024 -18.921 2.830
58 H -2.202 -18.806 5.131
59 H -3.869 -18.157 5.296
60 H -2.470 -17.126 5.309
61 H -3.497 -16.919 3.095
62 H -1.312 -19.006 2.961
63 H -1.092 -17.222 2.657
64 H -2.666 -17.572 -0.535
65 H -1.744 -16.343 0.309
66 H -3.459 -16.788 0.781
67 H -3.604 -19.165 1.923
68 H -3.622 -19.778 3.246
69 C -2.528 -25.948 5.591
70 C -1.833 -26.619 4.394
71 C -2.560 -26.373 3.091
72 O -2.656 -24.971 2.851
73 C -3.441 -24.609 1.731
74 N -0.441 -26.169 4.250
75 H -3.599 -26.091 5.433
76 H -2.328 -24.881 5.660
77 H -2.158 -26.374 6.524
78 H -1.849 -27.697 4.576
79 H -3.561 -26.819 3.068
80 H -2.035 -26.789 2.223
81 H -3.165 -23.581 1.511
82 H -4.510 -24.718 1.933
83 H -3.136 -25.223 0.875
84 H 0.002 -26.124 5.159
85 H -0.479 -25.230 3.866
86 C -0.128 -21.691 0.712
87 C -0.044 -21.219 -0.726
88 C 0.732 -19.908 -0.920
89 O 2.116 -20.176 -0.889
90 C 2.880 -19.024 -0.642
91 N 0.530 -22.349 -1.503
92 H 0.842 -22.024 1.084
93 H -0.764 -22.583 0.648
94 H -0.669 -21.001 1.360
95 H -1.088 -21.046 -1.011
96 H 0.417 -19.166 -0.178
97 H 0.422 -19.469 -1.878
98 H 2.721 -18.277 -1.434
99 H 3.945 -19.247 -0.660
100 H 2.616 -18.528 0.299
101 H 1.396 -22.553 -1.000
102 H 0.906 -21.811 -2.292
103 C -4.187 -21.287 8.404
104 C -4.261 -21.277 6.877
105 C -3.016 -21.785 6.185
106 O -2.957 -21.567 4.812
107 C -1.780 -22.104 4.269
108 N -5.419 -22.116 6.472
109 H -5.071 -20.800 8.811
110 H -3.364 -20.700 8.828
111 H -3.996 -22.296 8.777
112 H -4.400 -20.217 6.630
113 H -2.880 -22.858 6.400
114 H -2.143 -21.433 6.770
115 H -1.793 -23.194 4.193
116 H -0.885 -21.766 4.806
117 H -1.536 -21.793 3.252
118 H -6.075 -22.150 7.251
119 H -5.971 -21.550 5.825
120 C 4.521 -15.172 -3.229
121 C 3.806 -15.166 -4.560
122 C 2.391 -15.709 -4.484
123 O 2.433 -17.077 -4.150
124 C 1.179 -17.704 -4.106
125 N 3.836 -13.817 -5.121
126 H 4.023 -14.696 -2.376
127 H 5.529 -14.754 -3.215
128 H 4.600 -16.179 -2.804
129 H 4.297 -15.891 -5.225
130 H 1.965 -15.542 -5.483
131 H 1.777 -15.226 -3.713
132 H 0.590 -17.640 -5.024
133 H 0.629 -17.320 -3.240
134 H 1.333 -18.769 -3.930
135 H 4.799 -13.609 -5.363
136 H 3.339 -13.759 -6.006
137 C 5.266 -15.885 0.169
138 C 6.368 -15.630 1.228
139 C 7.453 -14.804 0.539
140 O 8.194 -15.588 -0.366
141 C 9.361 -14.988 -0.864
142 N 5.775 -14.835 2.326
143 H 4.459 -16.508 0.546
144 H 5.739 -16.396 -0.672
145 H 4.966 -14.912 -0.219
146 H 6.832 -16.554 1.564
147 H 8.116 -14.444 1.345
148 H 7.102 -13.913 -0.003
149 H 9.149 -14.143 -1.527
150 H 9.868 -15.762 -1.437
151 H 10.036 -14.653 -0.069
152 H 6.484 -14.751 3.052
153 H 5.673 -13.897 1.945
154 C -0.229 -25.473 -3.397
155 C -1.670 -25.423 -2.960
156 C -2.270 -26.696 -2.394
157 O -2.444 -27.623 -3.433
158 C -3.128 -28.817 -3.007
159 N -1.921 -24.333 -1.995
160 H 0.412 -25.976 -2.668
161 H 0.195 -24.491 -3.596
162 H -0.117 -26.087 -4.296
163 H -2.338 -25.228 -3.806
164 H -3.233 -26.417 -1.954
165 H -1.621 -26.987 -1.550
166 H -3.627 -28.724 -2.048
167 H -2.345 -29.579 -2.993
168 H -3.788 -29.079 -3.831
169 H -1.417 -23.490 -2.252
170 H -1.446 -24.590 -1.130

Its lowest unoccupied orbital energy is 0.55 eV. As for the gap between HOMO and LUMO: 0.3331 Eh. The spin multiplicity is 1. Its total charge is 0.

Here are the Mulliken charges for atoms 1 to 5, given in e: -1.101 0.429 -0.239 -0.463 -0.241

***

Here is how they stack up, most stable first: a), b).

***

a) The following is a quantum chemistry calculation of 6 unconnected molecules or ions with the total composition C8H28O6, from OMol25.

Atoms and positions in Å:
1 C -11.364 -20.693 -8.002
2 O -11.974 -21.947 -8.306
3 H -12.105 -19.975 -7.645
4 H -10.638 -20.920 -7.220
5 H -10.811 -20.255 -8.835
6 H -12.392 -21.880 -9.188
7 C -11.465 -19.279 -4.550
8 O -11.893 -17.973 -4.925
9 H -11.888 -19.585 -3.592
10 H -11.842 -19.988 -5.299
11 H -10.379 -19.356 -4.549
12 H -12.562 -17.664 -4.314
13 C -15.336 -23.213 -8.978
14 O -16.182 -24.014 -8.150
15 H -14.794 -23.868 -9.652
16 H -15.932 -22.508 -9.565
17 H -14.635 -22.680 -8.332
18 H -16.373 -23.536 -7.342
19 C -12.743 -23.098 -11.296
20 O -12.970 -21.743 -10.925
21 H -13.650 -23.572 -11.678
22 H -12.020 -23.127 -12.116
23 H -12.359 -23.724 -10.494
24 H -13.769 -21.415 -11.341
25 C -12.902 -24.899 -6.174
26 O -11.674 -24.210 -6.486
27 H -12.686 -25.892 -5.799
28 H -13.446 -24.295 -5.447
29 H -13.498 -24.954 -7.087
30 H -11.917 -23.510 -7.107
31 C -8.661 -22.509 -4.797
32 C -9.402 -23.202 -3.670
33 C -10.480 -22.335 -3.051
34 O -9.994 -24.421 -4.121
35 H -8.190 -21.601 -4.403
36 H -9.277 -22.177 -5.637
37 H -7.861 -23.129 -5.202
38 H -8.686 -23.497 -2.901
39 H -10.094 -21.351 -2.755
40 H -10.812 -22.800 -2.123
41 H -11.305 -22.131 -3.733
42 H -10.474 -24.241 -4.945

Its lowest unoccupied orbital energy is 0.39 eV. As for the gap between HOMO and LUMO: 0.3638 Eh. The spin multiplicity is 1. Its total charge is 0.

Here are the Mulliken charges for atoms 1 to 5, given in e: -0.434 -0.467 0.296 -0.013 0.290

***

b) The following is a quantum chemistry calculation of 6 unconnected molecules or ions with the total composition C8H28O6, from OMol25.

Atoms and positions in Å:
1 C -2.008 -6.121 0.483
2 C -1.796 -6.945 -0.731
3 O -0.511 -6.925 -1.198
4 H -2.334 -6.701 1.347
5 H -2.653 -5.281 0.226
6 H -1.080 -5.681 0.848
7 H -2.387 -6.522 -1.543
8 H -2.173 -7.949 -0.535
9 H -0.556 -7.447 -2.003
10 C 4.798 6.791 0.679
11 C 6.066 7.138 0.026
12 O 6.117 6.941 -1.337
13 H 5.000 6.656 1.742
14 H 4.392 5.807 0.446
15 H 4.023 7.537 0.500
16 H 6.943 6.561 0.320
17 H 6.346 8.171 0.232
18 H 6.555 6.130 -1.605
19 C -2.577 -1.348 -4.128
20 C -3.703 -1.702 -5.069
21 O -4.897 -1.192 -4.484
22 H -2.424 -0.306 -3.847
23 H -1.636 -1.514 -4.651
24 H -2.446 -2.093 -3.343
25 H -3.841 -2.767 -5.254
26 H -3.508 -1.104 -5.959
27 H -5.636 -1.489 -5.020
28 C -2.560 2.101 4.962
29 C -2.019 3.492 4.808
30 O -0.628 3.252 4.965
31 H -2.165 1.544 5.811
32 H -2.266 1.567 4.058
33 H -3.644 1.996 4.944
34 H -2.231 4.216 5.596
35 H -2.255 3.965 3.855
36 H -0.200 2.732 4.281
37 O 1.186 0.130 0.431
38 H 1.573 -0.744 0.482
39 H 0.243 -0.021 0.500
40 O 3.496 -3.946 -0.156
41 H 4.340 -4.350 0.046
42 H 3.058 -4.576 -0.727

Its lowest unoccupied orbital energy is 0.42 eV. As for the gap between HOMO and LUMO: 0.3863 Eh. The spin multiplicity is 1. Its total charge is 0.

Here are the Mulliken charges for atoms 1 to 5, given in e: -0.893 -0.215 -0.525 0.270 0.242

***

Here is how they stack up, most stable first: a), b).